--- i ---
ORCA calculation (ωB97M-V with the def2-TZVPD basis set) on a cluster of 13 separate species, C36H103N5O13 in total.

Atoms and positions in Å:
C: -0.55568 -1.75138 1.57062
C: 0.26881 -0.57327 2.03423
C: 0.12839 0.68646 1.11443
O: 0.32256 0.31458 -0.21949
C: 0.76775 1.29317 -1.19371
N: -0.14538 -0.25538 3.40431
H: 0.02641 -2.64828 1.35885
H: -1.04844 -1.52907 0.62412
H: -1.34852 -2.13944 2.21007
H: 1.31223 -0.88472 1.98556
H: 0.81472 1.46840 1.43942
H: -0.84081 1.17393 1.21986
H: 0.55589 0.80415 -2.14453
H: 1.83741 1.49275 -1.12958
H: 0.23549 2.23607 -1.06830
H: 0.14885 -1.00591 4.01277
H: 0.51191 0.42279 3.76230
C: -0.21832 -6.35904 -2.40881
C: -1.30798 -5.27467 -2.23699
C: -1.40845 -4.70676 -0.78215
O: -1.91875 -5.62578 0.20593
C: -2.26756 -4.92901 1.40022
N: -1.09827 -4.27629 -3.23395
H: 0.72712 -5.99586 -2.00592
H: -0.02874 -6.58681 -3.45775
H: -0.42264 -7.29734 -1.89310
H: -2.24333 -5.80782 -2.40714
H: -2.07234 -3.84247 -0.80127
H: -0.42274 -4.36951 -0.46160
H: -1.37564 -4.47062 1.82736
H: -2.47518 -5.61309 2.22303
H: -3.12362 -4.26101 1.30508
H: -1.78687 -3.54203 -3.31634
H: -1.19347 -4.78019 -4.10408
C: 2.38999 -2.02556 -7.71435
C: 3.31980 -1.01673 -7.15502
C: 2.69983 -0.25676 -5.97757
O: 3.53753 0.80288 -5.50949
C: 2.81132 1.61237 -4.57583
N: 4.50927 -1.68519 -6.68742
H: 1.39189 -1.59586 -7.79950
H: 2.30674 -2.86851 -7.02834
H: 2.77522 -2.40825 -8.65946
H: 3.68679 -0.36240 -7.94577
H: 2.53202 -0.94390 -5.14824
H: 1.74209 0.18076 -6.25934
H: 3.50120 2.31371 -4.10647
H: 2.38785 0.94052 -3.82923
H: 2.06610 2.24199 -5.06197
H: 5.12512 -0.98154 -6.30572
H: 4.34177 -2.24073 -5.86073
C: -5.74356 -2.95880 -5.71125
C: -4.51232 -3.25727 -4.84456
C: -4.33701 -2.26104 -3.76179
O: -3.02821 -2.39443 -3.13370
C: -2.77895 -1.27572 -2.30031
N: -4.68630 -4.55844 -4.31997
H: -5.86335 -3.67571 -6.52352
H: -5.68278 -1.96325 -6.15090
H: -6.63659 -3.18110 -5.12715
H: -3.64618 -3.09631 -5.48643
H: -5.22656 -2.24673 -3.13203
H: -4.38889 -1.27694 -4.22759
H: -3.42000 -0.41362 -2.48454
H: -1.75605 -0.94290 -2.47633
H: -2.91188 -1.54466 -1.25241
H: -5.53179 -4.51299 -3.76933
H: -3.93924 -4.73941 -3.66480
C: -1.07418 3.92520 2.69893
C: -0.07368 5.03067 2.89351
C: -0.36914 6.05195 3.96735
O: 0.71625 7.01073 3.97808
C: 0.45025 8.18758 4.72220
N: 1.22426 4.38526 3.00330
H: -1.05743 3.18328 3.49729
H: -0.89703 3.38724 1.76763
H: -2.08654 4.31652 2.59855
H: 0.04776 5.56657 1.95214
H: -0.54367 5.60143 4.94443
H: -1.31555 6.52597 3.70718
H: 0.16492 7.96029 5.74934
H: -0.36844 8.74152 4.26284
H: 1.28964 8.86601 4.87469
H: 1.64242 4.21014 2.10077
H: 1.84729 5.05690 3.42854
C: 2.64225 -2.38000 -1.50410
C: 1.33272 -2.25844 -2.25460
O: 1.40585 -3.20277 -3.25808
H: 2.44906 -1.89578 -0.54687
H: 3.49826 -1.88081 -1.95816
H: 2.99513 -3.40769 -1.41800
H: 1.17156 -1.25383 -2.64561
H: 0.52003 -2.34970 -1.53397
H: 0.49563 -3.49642 -3.34086
C: 0.31779 4.72836 -2.63172
C: 0.66862 6.16555 -2.33098
O: 1.22518 6.20377 -1.06121
H: -0.09531 4.66596 -3.63848
H: -0.47490 4.36150 -1.97969
H: 1.21549 4.11759 -2.53575
H: -0.17961 6.84249 -2.43277
H: 1.48549 6.42919 -3.00279
H: 1.52287 7.11123 -0.96376
C: 2.83110 -3.61083 4.60426
C: 3.81800 -2.99973 5.60027
O: 5.02519 -2.64927 4.91214
H: 1.91287 -3.87050 5.13107
H: 3.15769 -4.44678 3.98570
H: 2.51240 -2.85679 3.88456
H: 4.11122 -3.74004 6.34462
H: 3.44048 -2.16581 6.19201
H: 5.33330 -3.48998 4.56590
C: -1.46115 -2.86722 6.17986
C: -0.22683 -3.18876 7.00223
O: -0.46740 -2.74910 8.28344
H: -1.34358 -3.10632 5.12293
H: -1.69278 -1.80502 6.10112
H: -2.35488 -3.29966 6.62967
H: 0.72110 -2.75097 6.68940
H: -0.06746 -4.26699 7.01306
H: 0.33686 -2.84649 8.79849
C: -3.99342 0.45831 1.54862
C: -3.88405 0.23742 3.03919
O: -3.00631 -0.77999 3.31919
H: -4.77262 1.20756 1.40875
H: -4.25390 -0.47395 1.04749
H: -3.03660 0.82957 1.18150
H: -4.85473 -0.08235 3.41818
H: -3.68007 1.16237 3.57859
H: -2.16524 -0.57910 2.90222
C: 4.42432 3.05819 0.56002
C: 3.52328 4.28577 0.57320
O: 2.16071 3.88741 0.33828
H: 4.13566 2.32295 1.31115
H: 5.47732 3.27348 0.74149
H: 4.32388 2.60279 -0.42518
H: 3.82028 4.93131 -0.25334
H: 3.65898 4.81855 1.51439
H: 1.68476 4.61870 -0.06210
C: 3.26677 0.49310 5.04576
C: 2.63123 1.53697 4.15241
O: 1.37449 1.99955 4.65390
H: 4.32559 0.32095 4.85247
H: 2.80726 -0.47013 4.82413
H: 2.98047 0.74986 6.06566
H: 2.54852 1.12680 3.14592
H: 3.29964 2.39795 4.15931
H: 1.09008 2.82105 4.24664
C: -2.85314 2.35541 -2.97200
C: -3.31983 2.65174 -1.57815
O: -4.27928 3.66041 -1.46342
H: -2.71860 3.27287 -3.54496
H: -3.63482 1.84248 -3.53233
H: -1.92220 1.78955 -2.93693
H: -2.43436 2.90829 -0.99656
H: -3.65187 1.72920 -1.10195
H: -3.84125 4.46368 -1.75407

Properties
Net charge ... +1
Spin multiplicity ... 2
Lowest unoccupied orbital energy (alpha / beta) ... -1.84 / -8.37 eV
Orbital gap (alpha / beta) ... 8.573 / 2.042 eV
HOMO (alpha / beta) ... -10.4 / -10.4 eV

---

--- ii ---
ORCA calculation (ωB97M-V with the def2-TZVPD basis set) on a cluster of 13 separate species, C36H103N5O13 in total.

Atoms and positions in Å:
C: -0.46999 1.08154 -0.87961
C: -0.78671 -0.42436 -0.81694
O: -1.06093 -0.65412 0.54914
H: 0.15885 1.30055 -1.74257
H: 0.16113 1.50905 -0.10050
H: -1.37974 1.68082 -0.91616
H: 0.04175 -1.02849 -1.18676
H: -1.66503 -0.65290 -1.42061
H: -1.30836 -1.57606 0.44701
C: 3.13569 3.13249 -2.68662
C: 3.43816 1.76724 -2.14064
O: 4.52110 1.94648 -1.22521
H: 4.02707 3.55569 -3.14970
H: 2.73586 3.80002 -1.92331
H: 2.34741 3.04885 -3.43476
H: 3.69334 0.99127 -2.86235
H: 2.66098 1.37568 -1.48431
H: 5.24252 2.31922 -1.73731
C: -4.98681 2.89086 2.41924
C: -3.93977 2.07480 1.64697
O: -2.81459 1.38748 2.24985
H: -4.58228 3.80800 2.84739
H: -5.48055 2.31165 3.19953
H: -5.77894 3.17354 1.72590
H: -3.47804 2.76087 0.93688
H: -4.38719 1.36625 0.94993
H: -2.41365 0.82628 1.58208
C: -4.63524 -2.40924 2.25584
C: -4.62369 -3.33911 1.06018
O: -3.27966 -3.39441 0.64357
H: -3.90307 -2.72186 3.00033
H: -5.58795 -2.42979 2.78502
H: -4.33897 -1.38503 2.02932
H: -5.23120 -2.99127 0.22469
H: -5.03152 -4.34059 1.19727
H: -2.92312 -4.27302 0.79365
C: 1.29048 -5.55177 -0.69287
C: 1.63072 -4.30593 0.14021
O: 1.66794 -3.30608 -0.74209
H: 1.82543 -5.56650 -1.64246
H: 0.23176 -5.63102 -0.93974
H: 1.82248 -6.39054 -0.24395
H: 2.61052 -4.35138 0.61565
H: 0.90593 -4.14238 0.93773
H: 2.17856 -2.56447 -0.40912
C: 2.56112 3.21126 2.09271
C: 4.02829 3.28393 1.82363
O: 4.45314 1.94821 1.53291
H: 2.12815 4.11775 2.51569
H: 2.50005 2.42477 2.84492
H: 1.96516 2.95887 1.21566
H: 4.54760 3.78487 2.64062
H: 4.12543 3.97522 0.98649
H: 4.27574 1.83510 0.59625
C: 0.06557 0.13021 -4.74661
C: 0.86572 1.20766 -5.47903
O: 0.07769 2.41982 -5.50215
H: -0.81880 -0.00224 -5.36988
H: -0.15777 0.44861 -3.72836
H: 0.50960 -0.84319 -4.53822
H: 1.07335 0.98579 -6.52583
H: 1.86805 1.26392 -5.05446
H: 0.54459 3.08951 -6.00725
C: -0.84411 6.72104 -4.18235
C: -0.25745 5.30536 -3.91612
O: -1.13608 4.51194 -3.12291
H: -1.30026 7.08456 -3.26154
H: -1.66567 6.58928 -4.88647
H: -0.16851 7.49715 -4.54195
H: 0.72646 5.40810 -3.45844
H: -0.01701 4.74723 -4.82098
H: -0.86705 3.59486 -3.21339
C: 1.35060 -3.42838 -5.76505
C: 1.93462 -3.27496 -4.35902
C: 3.03213 -2.21942 -4.18545
O: 4.23040 -2.68065 -4.80208
C: 5.38374 -1.86873 -4.59495
N: 0.85777 -3.10778 -3.40261
H: 0.63826 -4.25301 -5.73906
H: 2.22990 -3.57389 -6.39254
H: 0.93664 -2.47704 -6.09922
H: 2.39600 -4.23677 -4.13514
H: 3.23537 -2.14924 -3.11687
H: 2.53878 -1.30763 -4.52210
H: 5.18421 -0.83844 -4.88957
H: 6.13859 -2.31364 -5.24330
H: 5.63536 -1.75471 -3.54053
H: 1.22437 -3.21545 -2.46767
H: 0.26130 -3.92095 -3.45802
C: -4.19055 -0.14126 -1.51910
C: -4.26590 0.85115 -2.64745
C: -4.21465 2.33795 -2.21873
O: -5.37789 2.67930 -1.42681
C: -5.42745 4.05520 -0.97574
N: -3.12591 0.61118 -3.58164
H: -4.12147 -1.17240 -1.86562
H: -5.12766 -0.16351 -0.96283
H: -3.46239 0.01305 -0.72283
H: -5.19537 0.76899 -3.21084
H: -4.20979 2.84429 -3.18398
H: -3.28641 2.53817 -1.68358
H: -5.40840 4.63843 -1.89639
H: -4.51912 4.33044 -0.43974
H: -6.23887 4.39974 -0.33464
H: -2.69437 -0.26060 -3.30982
H: -3.27564 0.61153 -4.58049
C: -0.09591 -7.97357 6.05216
C: -0.08564 -7.36088 4.61108
C: -0.67676 -5.96767 4.57513
O: -1.01848 -5.46069 3.31042
C: -0.76294 -4.11188 3.11676
N: 1.25080 -7.54128 4.06672
H: -0.19968 -9.01519 5.74826
H: -0.95902 -7.73148 6.67227
H: 0.79936 -7.79797 6.64863
H: -0.73213 -7.89255 3.91289
H: 0.06883 -5.40189 5.13379
H: -1.59224 -5.98482 5.16650
H: -1.12944 -3.45679 3.90708
H: -1.24092 -3.76001 2.20253
H: 0.31039 -3.92777 3.16355
H: 1.78462 -7.15448 4.83191
H: 1.41807 -6.90816 3.29777
C: 4.67501 -2.04606 5.82600
C: 3.29764 -1.46539 5.50887
C: 3.19475 -0.96723 4.09376
O: 1.86590 -0.43322 4.05670
C: 1.34855 -0.41851 2.71734
N: 2.40401 -2.55619 5.73809
H: 4.55665 -2.71073 6.68174
H: 5.33107 -1.18294 5.93877
H: 5.12778 -2.61441 5.01355
H: 3.13847 -0.59882 6.15062
H: 3.35122 -1.80819 3.41817
H: 3.99919 -0.24401 3.95987
H: 0.79878 -1.35672 2.64254
H: 2.09021 -0.29573 1.92805
H: 0.70498 0.45509 2.61373
H: 1.54694 -2.14357 5.39856
H: 2.32075 -2.61664 6.74283
C: -0.31644 6.37508 -0.25242
C: 0.20180 5.03358 0.38400
C: -0.80243 4.55601 1.50554
O: -0.83748 5.31442 2.73204
C: -1.69847 4.90345 3.74847
N: 0.31531 4.08032 -0.61408
H: 0.48378 6.67596 -0.92862
H: -0.24089 7.26999 0.36527
H: -1.25945 6.27118 -0.78910
H: 1.17047 5.15386 0.86910
H: -0.58562 3.51809 1.75818
H: -1.82715 4.58589 1.13520
H: -1.53763 5.68112 4.49509
H: -1.42315 3.98779 4.27178
H: -2.70735 4.88888 3.33610
H: -0.50046 4.28108 -1.17474
H: 0.28452 3.17480 -0.16778

Properties
Net charge ... +1
Spin multiplicity ... 2
Lowest unoccupied orbital energy (alpha / beta) ... -2.70 / -8.97 eV
Orbital gap (alpha / beta) ... 7.673 / 1.400 eV
HOMO (alpha / beta) ... -10.4 / -10.4 eV

---

Computed stability ranking, most favorable first: i, ii